1.
ORCA calculation (ωB97M-V/def2-TZVPD) on one molecule with the formula C4H11NOS.

- HOMO (eV) = -8.83
- SMILES string = OCNCCCS
- total energy (eV) = -18698.2974
- charge = 0
- ΔE to the lowest compared entry with this formula, charge and spin (kcal per mole) = 37.4

Geometry as XYZ:
```
18
Properties=species:S:1:pos:R:3:forces:R:3:mulliken_charge:R:1
S -2.567678 0.737276 -0.230824 -0.1 -0.7 0.1 -0.22
O 1.553021 -2.509185 1.483503 0.0 0.0 -1.1 -0.52
N 1.400209 -0.156303 0.802030 -0.3 0.0 -0.3 -0.30
C 1.122682 0.153718 -0.599653 0.6 -0.6 -0.3 -0.50
C 0.139623 1.287859 -0.799155 0.1 1.6 0.5 -0.67
C 2.202328 -1.360009 1.002182 0.2 0.8 -0.5 -0.45
C -1.222498 0.950731 -1.411490 0.7 -0.2 -0.2 -0.66
H 0.548079 -0.067225 1.336455 0.1 -0.4 0.3 0.21
H 2.096798 0.399440 -1.036817 -0.1 0.2 -0.1 0.33
H 0.623306 2.088187 -1.368081 -0.1 -0.3 -0.5 0.32
H -1.036063 0.018732 -1.946821 -0.7 -0.1 -0.1 0.36
H 0.795414 -0.715939 -1.199805 -0.2 -0.1 0.4 0.28
H 0.009298 1.841770 0.141865 -0.1 -0.4 0.1 0.43
H 1.322779 -2.329572 2.375938 -0.4 0.0 1.3 0.32
H -1.567421 1.687452 -2.131039 0.3 0.1 -0.1 0.34
H -2.374677 1.912818 0.347176 0.0 0.4 0.2 0.10
H 2.576098 -1.613072 0.007530 0.2 -0.2 0.2 0.32
H 3.055120 -1.102750 1.638145 0.0 -0.2 0.1 0.32
```
Forces are in eV/Å.


2.
ORCA calculation (ωB97M-V/def2-TZVPD) on an isolated ion of composition C4H10N3 and charge +1.

- HOMO (eV) = -13.56
- SMILES string = C=CN/C=[NH+]/CN
- total energy (eV) = -8772.2058
- charge = +1
- ΔE to the lowest compared entry with this formula, charge and spin (kcal per mole) = 55.2

Geometry as XYZ:
```
17
Properties=species:S:1:pos:R:3:forces:R:3:mulliken_charge:R:1
N 0.557446 0.710653 0.635468 -1.0 -2.4 0.7 -0.18
N 0.640030 2.023221 2.567133 -0.9 -1.4 0.5 -0.48
N -0.203531 -0.292295 -1.273929 -3.1 -3.8 -1.4 -0.23
C 0.904787 0.670838 2.104285 0.3 1.1 -1.0 -0.16
C -1.027105 -1.746761 -3.093774 2.9 1.2 -0.2 -0.74
C -1.202118 -1.394256 -1.860390 1.5 2.2 2.5 0.09
C -0.166777 -0.213507 0.033576 1.4 0.8 0.8 0.29
H 1.044600 1.270833 0.001311 1.1 1.5 -0.6 0.20
H 2.041446 0.361325 2.148319 -2.4 0.1 0.3 0.26
H 0.096481 -0.048046 2.480130 1.8 0.9 0.2 0.28
H -1.899770 -1.754415 -1.086309 0.1 0.6 -0.8 0.27
H -0.673891 -0.958627 0.706746 0.3 0.7 -1.2 0.15
H 1.331011 2.737167 2.512526 0.8 0.0 0.0 0.19
H -1.721375 -2.172620 -3.698259 -1.9 -1.9 -1.2 0.32
H 0.185469 0.281590 -2.035154 0.0 0.0 1.2 0.31
H 0.151022 2.050612 3.446423 0.0 0.1 0.1 0.21
H -0.057723 -1.525709 -3.588101 -0.9 0.4 0.2 0.23
```
Forces are in eV/Å.


3.
ORCA calculation (ωB97M-V/def2-TZVPD) on C6H16ClCrO6S2 as an isolated structure.

- HOMO (alpha / beta) (eV) = -15.67 / -15.67
- multiplicity = 6
- total energy (eV) = -81358.0684
- charge = +2

Geometry as XYZ:
```
32
Properties=species:S:1:pos:R:3:forces:R:3:mulliken_spin:R:1
Cr -6.328287 13.722410 10.805636 2.5 1.0 -2.0 4.12
Cl -5.714362 13.763455 8.407398 -0.9 -0.3 2.3 -0.11
S -7.116569 10.225116 4.836833 3.8 1.9 -2.2 -0.02
S -2.834263 14.927611 11.245730 3.2 1.0 -1.7 0.01
O -8.572517 9.421743 4.718267 -1.7 0.2 -0.6 0.59
O -4.290611 14.631806 11.303144 -0.2 0.3 0.6 -0.01
O -7.120141 11.196895 3.714085 -0.2 -2.4 2.7 0.07
O -1.870046 14.281588 12.127538 -2.4 1.0 -1.0 0.00
O -2.571344 16.621866 11.263018 -3.6 -3.6 -0.1 0.00
O -6.065682 9.212617 5.004248 -2.9 2.1 -0.4 0.05
C -1.305429 18.568029 11.919494 -0.1 -0.2 0.6 0.00
C -1.290723 17.088723 11.520599 2.7 1.1 -0.2 0.00
C -2.359401 14.534919 9.479139 -0.9 0.7 1.3 0.00
C -10.829319 8.997827 4.002921 0.2 0.5 1.0 0.02
C -9.649027 9.956768 3.890783 -0.8 -2.9 0.5 0.05
C -7.491925 11.098576 6.403394 -0.4 -1.0 -0.5 0.05
H -1.357694 14.930012 9.310071 0.0 -0.4 0.2 0.00
H -10.674966 7.974174 3.661744 0.4 0.2 -0.3 0.01
H -2.505811 13.458230 9.393092 0.4 0.1 0.0 0.00
H -1.866754 18.750480 12.835855 0.1 -0.2 0.1 0.00
H -11.745214 9.393181 3.563672 0.3 0.2 -0.2 0.00
H -8.554948 11.336798 6.366873 0.1 0.0 0.2 0.00
H -11.002422 8.934633 5.077231 -0.4 -0.3 0.2 0.02
H -9.908723 10.946742 4.265746 0.4 0.7 0.0 0.08
H -0.266182 18.846535 12.094163 0.0 0.0 0.1 0.00
H -3.068243 15.049851 8.830690 0.0 0.0 0.2 0.00
H -7.240200 10.339315 7.143840 -0.1 0.3 0.2 0.00
H -0.731789 16.441889 12.196821 -0.4 0.2 0.6 0.00
H -0.667467 17.034632 10.628005 -0.2 -0.1 -0.6 0.00
H -1.684888 19.288328 11.194731 -0.1 -0.5 -0.4 0.00
H -6.911644 12.018546 6.474313 0.3 -0.2 -0.3 0.01
H -9.375791 10.032438 2.838295 1.0 0.6 -0.5 0.09
```
Forces are in eV/Å.


4.
ORCA calculation (ωB97M-V/def2-TZVPD) on C44H36BrF9N8OTi as an isolated structure.

- HOMO (eV) = -6.96
- total energy (eV) = -177798.6402
- charge = 0
- ΔE to the lowest compared entry with this formula, charge and spin (kcal per mole) = 10.3

Geometry as XYZ:
```
100
Properties=species:S:1:pos:R:3:forces:R:3:mulliken_charge:R:1
Br -4.537643 -6.274166 0.195217 0.0 0.0 0.0 -0.19
Ti -0.194154 0.058312 -0.814164 -0.1 -1.5 2.0 -0.31
F 0.334791 -4.827566 -1.275243 0.1 0.0 0.0 -0.25
F 1.163033 -3.542979 -4.224259 -0.1 -0.1 0.1 -0.31
F 0.192128 -1.663307 -3.809347 0.0 0.0 0.1 -0.18
F 3.425125 -3.378965 -3.077617 0.0 0.1 0.1 -0.28
F 2.471325 -4.747838 -1.247031 0.0 0.1 0.0 -0.33
F 2.907641 -1.299586 -3.170207 0.0 -0.1 0.1 -0.31
F 3.560347 -2.169144 -1.285811 0.0 0.0 -0.2 -0.28
F 1.349959 -3.661423 0.230579 0.0 0.0 -0.2 -0.17
F -0.670804 -3.494456 -3.091678 0.1 0.2 0.0 -0.22
O 0.910180 -1.633238 -1.189649 -0.5 -0.4 -0.6 0.73
N -1.404393 -0.043941 0.463016 1.4 0.4 -0.2 0.84
N -1.195774 1.503040 -1.945881 -0.5 0.6 -0.9 2.09
N -0.413908 3.079349 1.046462 -0.1 -0.1 0.0 0.29
N 0.142697 2.733754 2.221000 0.3 -0.1 0.1 0.28
N 1.255260 0.848039 -2.665302 0.2 0.1 0.2 0.89
N -2.035643 -1.010819 -1.593773 -0.3 -0.6 -1.0 1.38
N 1.344095 0.717056 0.337568 0.2 0.2 0.0 1.02
N 2.447001 1.381173 -2.332670 0.0 0.1 0.0 0.15
C -2.668763 -2.213692 -1.150635 -0.1 -0.2 0.0 0.57
C 3.243186 0.955290 -1.225543 -0.1 0.0 -0.1 0.71
C 3.713972 0.664390 1.060923 0.0 -0.1 0.0 -1.05
C -2.330907 -0.704690 2.634271 0.2 0.0 -0.1 0.93
C -4.032766 -2.457529 -1.315655 -0.1 0.1 0.0 -0.72
C 1.394293 -1.021682 3.624034 0.2 0.0 0.1 -0.79
C 0.837472 -0.094354 4.492494 0.1 0.1 0.1 0.58
C -4.205814 1.336000 2.452965 0.0 0.0 0.0 -0.76
C 0.377344 1.094510 3.948792 -0.1 0.0 0.0 -0.23
C -2.707748 -0.269270 -2.379877 -0.2 -0.1 -0.2 -0.81
C 1.371389 -4.002904 -1.066093 0.2 0.1 0.1 0.13
C -3.348050 1.111496 1.387350 0.1 0.0 -0.2 0.82
C -1.408863 -1.880982 2.815263 -0.2 0.0 -0.2 -1.38
C 1.968862 2.217114 -4.309306 0.0 0.1 -0.1 -1.76
C 2.893344 2.223291 -3.291201 -0.1 -0.1 0.0 -0.38
C -2.216790 1.048259 -2.694763 0.2 0.6 -0.1 0.37
C 0.723102 -0.359562 5.972997 -0.1 0.0 -0.1 -1.93
C -1.895259 -3.182433 -0.536302 0.1 0.2 0.1 0.67
C -2.828055 1.845096 -3.657221 -0.1 -0.1 -0.1 -1.16
C 0.276342 3.811776 3.043455 0.1 -0.1 -0.1 -0.30
C -1.369465 3.622178 -3.033335 -0.1 0.0 -0.1 -1.40
C 2.718104 0.751585 0.061924 -0.2 0.3 0.1 0.19
C -0.780886 2.765306 -2.133972 0.0 -0.1 0.4 -0.71
C -4.591286 -3.656242 -0.913316 -0.1 0.0 0.0 -1.03
C 2.836028 -2.391207 -2.390333 -0.1 0.1 0.1 0.27
C 6.991483 0.322762 -0.857930 -0.1 0.1 0.0 -1.73
C -3.542957 1.940827 0.141667 0.0 -0.1 0.2 -1.11
C 0.972707 1.345482 -3.864483 0.0 -0.2 -0.1 -0.51
C 0.514003 1.397722 2.594513 0.0 0.1 0.0 0.04
C -0.229357 4.897603 2.382628 0.0 0.1 -0.1 -1.36
C -3.783666 -4.622979 -0.338545 0.0 -0.1 0.0 -0.31
C -0.646942 4.378738 1.144213 0.0 0.0 -0.1 -0.28
C 5.536854 0.553159 -0.526417 0.1 0.0 0.0 0.31
C -2.406230 3.145616 -3.827316 0.1 0.1 0.0 -1.02
C 5.061667 0.557054 0.780112 0.0 0.0 0.0 -1.24
C 0.494401 -2.862670 -3.283294 0.0 0.2 0.1 -0.16
C 4.598117 0.792442 -1.508965 0.0 0.1 -0.1 -0.55
C 1.478075 -0.754704 2.273272 0.0 -0.2 -0.1 0.05
C -3.202119 -0.431199 3.683183 -0.1 0.0 0.0 -0.71
C -2.436101 -4.391670 -0.139248 0.0 0.0 0.1 -0.63
C -4.133838 0.586531 3.615040 0.0 0.0 0.0 -1.05
C 1.337128 -2.658908 -1.958329 0.2 0.0 0.4 1.14
C -2.343347 0.106842 1.466667 -0.2 0.0 0.2 0.00
C 1.062843 0.452190 1.717479 0.3 0.7 0.0 -0.23
H 7.091774 -0.306942 -1.744249 0.0 0.0 0.0 0.39
H -1.123608 4.908553 0.331089 0.1 -0.1 0.0 0.45
H 0.047528 3.083093 -1.516323 0.0 0.0 0.1 0.85
H -0.854105 -2.966717 -0.370815 0.0 0.1 0.1 -0.42
H -1.812124 -5.142347 0.326014 0.0 0.0 0.0 0.60
H -1.002550 4.634856 -3.129960 0.0 0.0 0.0 0.56
H -2.596649 2.096779 -0.356572 0.0 0.1 0.1 -0.41
H 7.500590 -0.173012 -0.030932 0.0 0.0 0.0 0.40
H -1.982703 -2.806698 2.760106 -0.1 -0.1 -0.1 0.65
H -3.684380 -0.546746 -2.756584 0.0 0.1 -0.1 0.23
H -3.971526 2.911521 0.395827 0.0 0.0 0.0 0.52
H -4.694033 -1.712664 -1.739081 0.0 -0.1 0.1 0.37
H 7.513395 1.262493 -1.057452 0.0 0.0 0.0 0.32
H 1.900581 -1.493104 1.601844 0.0 0.0 0.0 0.11
H 2.001664 2.772927 -5.233307 0.0 -0.1 0.1 0.50
H -5.649562 -3.835029 -1.043262 0.0 0.0 0.0 0.43
H -0.101617 1.817257 4.598944 0.0 0.0 0.0 0.66
H 5.761854 0.458719 1.604636 -0.1 0.0 0.0 0.41
H -3.630245 1.426429 -4.252410 0.0 0.0 0.0 0.57
H -4.946700 2.124896 2.369010 0.0 0.0 0.0 0.46
H -0.628390 -1.904107 2.064644 0.0 -0.1 -0.1 -0.52
H -2.870739 3.786355 -4.566230 0.0 0.0 0.0 0.43
H -0.938294 -1.846796 3.798604 -0.1 -0.1 -0.1 0.39
H 4.913500 0.841111 -2.546814 0.0 0.0 0.1 0.54
H 1.068142 -1.364564 6.216481 0.0 0.0 0.0 0.37
H -0.311544 -0.262126 6.310988 0.0 0.0 0.0 0.37
H 0.065778 1.056794 -4.375280 0.0 0.0 0.1 0.57
H 1.323620 0.352358 6.543532 0.0 0.0 0.0 0.43
H -4.804045 0.782410 4.443998 0.0 0.0 0.0 0.40
H -0.280436 5.918430 2.727254 0.0 -0.1 0.0 0.42
H -3.142286 -1.048568 4.574952 0.0 0.0 0.0 0.49
H -4.232581 1.444977 -0.549617 0.0 0.0 0.0 0.35
H 3.420586 0.675395 2.096945 -0.1 -0.1 0.1 0.40
H 3.820068 2.759814 -3.175217 0.0 -0.1 0.0 0.61
H 0.742267 3.730035 4.010756 0.0 0.0 -0.1 0.49
H 1.743954 -1.975663 4.006136 0.0 0.0 0.0 0.28
```
Forces are in eV/Å.


Among the records above, which one has the highest total energy?
C4H10N3


The highest charge belongs to which entry?
C6H16ClCrO6S2


Look up the charge of the first one.
0